(1)
The following is a DFT calculation (the ωB97M-V functional and the def2-TZVPD basis) of a molecular structure, C12H13BN10OPdS.

The HOMO-LUMO gap is 7.3 eV. The spin multiplicity is 1. The calculation puts the molar mass at 462.60 Da. For the total energy, the calculation gives -1638.8123 a.u. The calculation puts the relative energy (zero: lowest compared OMol25 entry of this formula, charge and spin) at 31.6 kcal per mole.

Geometry as XYZ:
```
39
Properties=species:S:1:pos:R:3:lowdin_charge:R:1
Pd 0.280 -0.703 -1.103 0.88
N 4.421 -0.292 -1.293 0.05
C 3.393 -1.139 -1.409 -0.09
N 2.287 -0.436 -1.314 -0.01
C 2.702 0.847 -1.137 -0.30
N 4.003 0.984 -1.138 0.15
C 1.664 1.877 -0.944 -0.17
C 1.909 3.220 -0.741 -0.05
N 0.906 4.076 -0.545 0.10
C -0.322 3.582 -0.546 -0.08
C -0.591 2.230 -0.751 -0.05
N 0.413 1.389 -0.957 0.01
H 5.406 -0.500 -1.322 0.16
H 3.453 -2.205 -1.552 0.14
H 2.919 3.607 -0.730 0.12
H -1.140 4.271 -0.378 0.12
H -1.591 1.818 -0.739 0.11
B -2.312 -0.416 1.635 -0.41
N -2.538 -0.580 0.052 -0.06
C -3.806 -0.571 -0.380 -0.11
C -3.839 -0.750 -1.750 -0.05
C -2.503 -0.872 -2.103 -0.16
N -1.734 -0.764 -1.016 -0.13
N -0.862 -0.510 2.181 -0.10
C -0.586 -0.514 3.495 -0.11
C 0.785 -0.553 3.657 -0.08
C 1.270 -0.570 2.346 -0.19
N 0.272 -0.546 1.468 0.00
H -2.772 0.675 1.906 0.06
H -2.967 -1.296 2.141 0.07
H -4.600 -0.446 0.337 0.12
H -4.702 -0.801 -2.389 0.09
H -2.042 -1.041 -3.062 0.10
H -1.384 -0.495 4.220 0.12
H 1.338 -0.574 4.579 0.08
H 2.291 -0.615 1.997 0.09
O 0.254 -5.057 -0.777 -0.56
S -0.168 -3.683 -0.550 0.68
N 0.492 -2.649 -1.388 -0.54
```



(2)
The following is a DFT calculation (the ωB97M-V functional and the def2-TZVPD basis) of 4 unconnected molecules or ions with the total composition C16H44N4O4 in a non-equilibrium geometry.

The HOMO-LUMO gap (spin up / spin down) is 8.9 / 3.0 eV. The spin multiplicity is 2. The calculation puts the molar mass at 356.55 Da. As for the net charge: +1. For the total energy, the calculation gives -1155.5266 a.u. The expectation value of S² is 0.754. The calculation puts the relative energy (zero: lowest compared OMol25 entry of this formula, charge and spin) at 0.0 kcal per mole.

Geometry as XYZ:
```
68
Properties=species:S:1:pos:R:3:mulliken_spin:R:1
C -2.868 -0.565 -3.494 0.01
C -2.635 -1.853 -2.764 0.00
C -1.550 -2.835 -3.217 0.00
O -1.142 -3.958 -2.379 0.00
C -2.164 -5.058 -2.352 0.00
N -2.663 -1.723 -1.379 0.01
H -3.665 0.048 -3.074 0.00
H -3.121 -0.802 -4.528 0.00
H -1.912 -0.041 -3.506 0.00
H -3.548 -2.428 -2.919 0.00
H -0.630 -2.259 -3.318 0.00
H -1.742 -3.190 -4.230 0.00
H -3.061 -4.644 -1.891 0.00
H -1.764 -5.958 -1.884 0.00
H -2.377 -5.335 -3.384 0.00
H -1.824 -1.260 -1.060 0.00
H -2.521 -2.630 -0.958 0.00
C 0.738 -1.530 0.043 0.00
C -0.358 -0.878 0.999 0.00
C -0.037 -1.218 2.464 0.00
O -0.914 -0.394 3.261 0.00
C -0.764 -0.668 4.662 0.00
N -0.357 0.538 0.675 0.01
H 0.914 -2.568 0.327 0.00
H 1.730 -1.085 0.110 0.00
H 0.436 -1.630 -1.000 0.00
H -1.345 -1.188 0.655 0.00
H 1.000 -1.023 2.740 0.00
H -0.091 -2.298 2.598 0.00
H 0.049 -0.075 5.080 0.00
H -0.712 -1.744 4.831 0.00
H -1.681 -0.255 5.083 0.00
H 0.623 0.780 0.710 0.00
H -0.760 1.009 1.473 0.00
C 4.322 2.121 -0.862 0.00
C 5.164 1.050 -0.096 0.00
C 6.556 1.526 0.242 0.00
O 7.349 0.350 0.616 0.00
C 8.696 0.571 0.854 0.00
N 4.519 0.709 1.203 0.00
H 3.313 1.752 -1.046 0.00
H 4.773 2.498 -1.780 0.00
H 4.145 2.954 -0.182 0.00
H 5.303 0.258 -0.832 0.00
H 6.485 2.176 1.115 0.00
H 7.076 2.126 -0.505 0.00
H 9.265 1.008 0.034 0.00
H 9.172 -0.388 1.057 0.00
H 8.753 1.276 1.684 0.00
H 3.690 0.133 1.188 0.00
H 5.115 0.117 1.764 0.00
C -5.141 1.227 -0.978 0.06
C -3.828 1.465 -0.190 0.01
C -3.691 2.959 0.215 0.02
O -2.450 3.000 0.996 0.02
C -2.328 4.093 1.928 0.00
N -3.985 0.597 0.996 0.82
H -5.229 0.256 -1.466 0.00
H -5.176 1.827 -1.887 0.00
H -6.025 1.607 -0.466 -0.01
H -2.986 1.081 -0.765 0.08
H -4.568 3.228 0.804 0.00
H -3.769 3.527 -0.712 0.00
H -1.488 3.831 2.572 0.00
H -3.161 4.253 2.613 0.00
H -2.086 4.888 1.223 0.00
H -3.237 1.016 1.531 -0.01
H -3.828 -0.372 0.758 -0.01
```



(3)
The following is a DFT calculation (the ωB97M-V functional and the def2-TZVPD basis) of a molecular structure, C39H33GeN5O4W in a non-equilibrium geometry.

The HOMO-LUMO gap is 4.9 eV. The spin multiplicity is 1. The calculation puts the molar mass at 892.17 Da. As for the net charge: +2. For the total energy, the calculation gives -4224.0673 a.u. The calculation puts the relative energy (zero: lowest compared OMol25 entry of this formula, charge and spin) at 79.8 kcal per mole.

Geometry as XYZ:
```
83
Properties=species:S:1:pos:R:3:lowdin_charge:R:1
W -1.263 0.028 -0.220 2.01
O -1.900 1.608 0.489 -0.28
C -2.887 2.135 1.226 -0.27
C -3.436 3.374 0.902 0.02
C -4.446 3.913 1.674 -0.01
C -4.910 3.234 2.800 -0.03
C -4.371 2.016 3.142 0.01
C -3.357 1.422 2.363 -0.13
C -2.835 0.155 2.748 -0.05
N -1.914 -0.525 2.128 -0.04
C -1.519 -1.776 2.790 -0.16
C -0.157 -2.233 2.258 -0.18
N -0.300 -2.256 0.813 -0.01
C -0.351 -3.430 0.262 -0.05
C -0.776 -3.693 -1.074 -0.12
C -0.790 -4.991 -1.613 0.02
C -1.339 -5.222 -2.853 -0.02
C -1.920 -4.179 -3.572 -0.01
C -1.908 -2.888 -3.079 0.04
C -1.313 -2.633 -1.847 -0.25
O -1.207 -1.388 -1.345 -0.32
H -3.048 3.886 0.035 0.13
H -4.879 4.860 1.394 0.13
H -5.689 3.668 3.405 0.12
H -4.723 1.491 4.016 0.13
H -3.254 -0.263 3.667 0.15
H -2.261 -2.550 2.550 0.14
H -1.484 -1.655 3.877 0.13
H 0.093 -3.223 2.659 0.14
H 0.646 -1.546 2.545 0.10
H -0.105 -4.309 0.862 0.16
H -0.363 -5.802 -1.044 0.13
H -1.322 -6.214 -3.272 0.12
H -2.380 -4.373 -4.528 0.13
H -2.355 -2.071 -3.626 0.13
O -1.981 0.292 -3.241 0.12
C -0.852 0.504 -2.866 -0.55
O -0.660 1.096 -1.689 -0.22
C 0.427 0.067 -3.526 -0.10
C 1.222 -0.786 -2.540 -0.19
Ge 1.551 0.084 -0.673 1.06
C 0.676 1.521 0.632 -0.35
C 0.523 1.386 2.021 -0.12
C 0.267 2.504 2.806 -0.04
C 0.161 3.759 2.230 -0.02
C 0.327 3.909 0.861 -0.03
C 0.568 2.801 0.067 -0.12
C 3.114 1.295 -1.089 -0.24
C 3.567 2.185 -0.115 -0.12
C 4.704 2.948 -0.310 -0.06
C 5.433 2.825 -1.481 -0.06
C 5.003 1.941 -2.455 -0.06
C 3.855 1.191 -2.264 -0.10
C 2.478 -1.261 0.505 -0.29
C 3.138 -0.772 1.630 -0.12
C 3.916 -1.608 2.409 -0.06
C 4.061 -2.942 2.064 -0.06
C 3.438 -3.429 0.928 -0.07
C 2.650 -2.595 0.155 -0.13
H 0.988 0.969 -3.790 0.14
H 0.186 -0.490 -4.433 0.15
H 2.244 -0.916 -2.901 0.08
H 0.789 -1.782 -2.459 0.06
H 0.691 0.430 2.506 0.09
H 0.165 2.392 3.874 0.12
H -0.022 4.624 2.846 0.12
H 0.282 4.887 0.411 0.13
H 0.740 2.936 -0.995 0.13
H 3.024 2.303 0.813 0.09
H 5.021 3.638 0.458 0.11
H 6.324 3.415 -1.631 0.12
H 5.564 1.830 -3.369 0.11
H 3.543 0.523 -3.054 0.08
H 3.074 0.280 1.869 0.09
H 4.426 -1.213 3.274 0.11
H 4.673 -3.593 2.668 0.11
H 3.584 -4.455 0.633 0.11
H 2.172 -2.985 -0.732 0.09
N -4.537 2.602 -3.871 0.18
C -4.607 1.873 -2.991 -0.32
N -4.667 1.091 -1.951 0.19
C -3.916 0.420 -1.275 -0.26
N -3.305 -0.261 -0.487 0.05
```